Entry from the Open Molecules 2025 dataset: a cluster of 10 separate species, C11H42O11 in total at a distorted geometry (ωB97M-V/def2-TZVPD).

The geometry in XYZ format:
```
64
Properties=species:S:1:pos:R:3
C 3.254 -3.112 -2.883
O 3.319 -3.767 -1.617
H 2.595 -2.243 -2.877
H 4.253 -2.765 -3.170
H 2.982 -3.895 -3.585
H 3.948 -3.364 -1.022
C -3.224 -1.692 -1.567
O -3.093 -2.903 -0.866
H -3.704 -1.822 -2.547
H -3.871 -0.923 -1.116
H -2.236 -1.236 -1.628
H -3.968 -3.251 -0.668
C -0.917 0.220 -4.356
O -0.617 1.601 -4.383
H -0.864 -0.212 -3.360
H -1.936 -0.016 -4.688
H -0.240 -0.298 -5.039
H -0.679 1.943 -5.277
C 0.063 0.036 -0.336
O 1.087 -0.565 -1.116
H -0.509 0.702 -0.979
H -0.600 -0.732 0.087
H 0.495 0.551 0.527
H 1.700 -0.978 -0.494
C 1.159 3.057 -2.153
O 2.409 3.715 -1.991
H 1.329 2.028 -2.485
H 0.724 2.852 -1.169
H 0.538 3.580 -2.867
H 3.140 3.110 -1.872
C -0.432 -0.964 3.829
O -1.561 -1.712 3.378
H 0.088 -1.467 4.655
H 0.256 -0.945 2.983
H -0.847 -0.044 4.228
H -1.265 -2.463 2.847
C 2.704 -1.306 1.591
O 3.712 -0.879 0.690
H 2.056 -0.466 1.827
H 2.066 -2.017 1.047
H 3.030 -1.791 2.512
H 4.101 -1.630 0.241
C 0.719 3.048 3.855
O 1.001 1.752 3.331
H -0.362 3.147 3.739
H 1.050 3.235 4.870
H 1.099 3.830 3.191
H 0.323 1.544 2.683
C 0.154 -4.518 1.001
O -0.708 -3.396 1.114
H -0.202 -5.318 1.654
H 0.283 -4.952 0.004
H 1.159 -4.169 1.243
H -1.375 -3.401 0.417
C -3.129 3.438 0.567
C -2.122 3.351 1.714
O -0.822 3.063 1.198
O -2.769 4.474 -0.349
H -4.098 3.739 0.973
H -3.294 2.480 0.076
H -2.371 2.547 2.409
H -2.052 4.265 2.309
H -0.496 3.881 0.804
H -2.435 4.025 -1.133
```

Output
HOMO	-9.555	eV
SMILES	OCCO.CO.CO.CO.CO.CO.CO.CO.CO.CO
F_max	2.1	eV/Å
spin multiplicity	1
total charge	0
frontier orbital gap	9.995	eV


Entry from the Open Molecules 2025 dataset: a cluster of 11 separate species, C11H43ClO14 in total at a distorted geometry (ωB97M-V/def2-TZVPD).

The geometry in XYZ format:
```
69
Properties=species:S:1:pos:R:3
O -7.370 7.415 -7.566
H -7.534 8.281 -7.140
H -6.621 6.971 -7.127
H -8.165 6.825 -7.570
Cl -7.224 10.264 -10.606
O -7.784 11.586 -10.599
O -7.761 9.502 -11.708
O -5.785 10.343 -10.717
O -7.576 9.588 -9.371
C -5.230 7.152 -13.604
C -6.542 7.356 -14.375
C -6.662 6.403 -15.550
O -7.657 7.048 -13.513
H -5.344 7.523 -12.585
H -4.445 7.702 -14.125
H -4.987 6.091 -13.542
H -6.622 8.387 -14.733
H -7.425 6.721 -16.256
H -6.882 5.393 -15.202
H -5.688 6.342 -16.046
H -7.626 7.671 -12.779
C -6.270 14.841 -10.977
O -7.324 15.776 -10.786
H -5.421 15.295 -11.503
H -5.954 14.494 -9.997
H -6.566 13.978 -11.582
H -7.615 16.079 -11.650
C -10.048 13.782 -12.025
O -10.862 12.643 -11.718
H -10.471 14.431 -12.794
H -9.892 14.380 -11.127
H -9.101 13.367 -12.373
H -10.327 11.853 -11.819
C -4.142 8.878 -7.990
O -4.923 8.084 -8.887
H -3.884 8.239 -7.145
H -3.202 9.193 -8.451
H -4.667 9.787 -7.683
H -5.215 8.679 -9.590
C -6.791 11.681 -14.122
O -6.420 12.478 -15.240
H -6.927 12.320 -13.250
H -7.749 11.172 -14.282
H -6.048 10.917 -13.884
H -5.845 11.959 -15.805
C -11.224 9.730 -8.782
O -12.003 10.816 -8.325
H -11.542 8.781 -8.329
H -11.320 9.599 -9.867
H -10.168 9.910 -8.592
H -12.909 10.681 -8.613
C -7.752 6.020 -10.406
O -8.250 5.570 -9.144
H -7.634 7.101 -10.411
H -6.767 5.591 -10.618
H -8.394 5.707 -11.230
H -7.922 4.696 -8.920
C -6.604 12.221 -6.773
O -5.796 12.285 -7.920
H -7.682 12.221 -6.963
H -6.360 11.329 -6.176
H -6.439 13.112 -6.166
H -6.206 11.729 -8.590
C -10.012 13.642 -8.259
O -9.095 14.391 -7.463
H -9.506 12.874 -8.855
H -10.721 13.047 -7.673
H -10.581 14.321 -8.888
H -9.136 14.043 -6.571
```

Output
HOMO	-9.368	eV
F_max	1.1	eV/Å
spin multiplicity	1
total charge	0
frontier orbital gap	7.692	eV


Entry from the Open Molecules 2025 dataset: a cluster of 11 separate species, C11H44N22O11 in total at a distorted geometry (ωB97M-V/def2-TZVPD).

The geometry in XYZ format:
```
88
Properties=species:S:1:pos:R:3
C -0.709 -2.215 -6.720
O -1.154 -1.954 -7.806
N -1.276 -2.923 -5.882
N 0.318 -1.727 -6.227
H -1.046 -2.993 -4.901
H -2.169 -3.247 -6.225
H 0.564 -1.908 -5.264
H 0.894 -1.333 -6.957
C -2.810 -4.444 -1.461
O -1.889 -4.914 -0.860
N -3.524 -4.986 -2.380
N -3.290 -3.270 -1.051
H -4.427 -4.592 -2.601
H -3.328 -5.945 -2.632
H -4.192 -2.964 -1.388
H -2.811 -2.636 -0.428
C -5.799 -0.101 -3.388
O -5.809 -1.314 -3.445
N -4.764 0.541 -2.950
N -6.739 0.688 -3.476
H -4.655 1.538 -3.072
H -4.189 0.000 -2.320
H -7.649 0.251 -3.440
H -6.607 1.649 -3.193
C -0.606 3.546 -3.617
O 0.246 2.830 -3.913
N -1.178 4.421 -4.446
N -1.386 3.426 -2.614
H -0.631 4.707 -5.245
H -1.827 5.069 -4.023
H -1.186 2.807 -1.841
H -2.168 4.065 -2.621
C -1.386 1.135 5.887
O -0.246 0.687 6.016
N -1.921 1.278 4.739
N -2.097 1.784 6.756
H -2.867 1.518 4.480
H -1.505 0.741 3.991
H -2.812 2.400 6.396
H -1.667 1.909 7.662
C 0.501 0.205 0.342
O -0.726 0.251 0.084
N 1.315 -0.615 -0.251
N 1.174 0.828 1.238
H 2.153 -0.837 0.266
H 1.046 -1.346 -0.894
H 2.166 0.700 1.375
H 0.765 1.488 1.885
C 2.097 -5.307 -3.270
O 1.616 -4.131 -3.232
N 2.947 -5.746 -4.163
N 1.711 -6.262 -2.480
H 3.032 -6.727 -4.388
H 3.363 -5.107 -4.825
H 0.856 -6.087 -1.973
H 2.130 -7.181 -2.462
C -5.328 2.700 1.848
O -5.266 2.054 2.855
N -6.129 3.684 1.685
N -4.603 2.610 0.770
H -6.745 3.755 2.482
H -6.116 4.345 0.922
H -4.694 3.239 -0.016
H -3.832 1.957 0.770
C 6.851 -2.308 0.084
O 6.880 -3.520 -0.033
N 7.722 -1.544 0.696
N 5.907 -1.549 -0.434
H 8.516 -2.088 1.003
H 7.628 -0.576 0.424
H 5.820 -0.700 0.107
H 5.053 -1.893 -0.848
C 5.163 0.265 4.095
O 4.481 0.105 3.133
N 4.660 0.779 5.248
N 6.365 -0.146 4.451
H 5.241 1.041 6.031
H 3.715 1.131 5.293
H 6.689 0.359 5.263
H 7.045 -0.473 3.779
C 2.257 4.676 4.929
O 1.757 4.459 3.866
N 1.963 4.172 6.125
N 2.963 5.724 5.195
H 2.471 4.500 6.935
H 1.168 3.549 6.151
H 3.412 5.864 6.089
H 3.138 6.182 4.313
```

Output
HOMO	-8.795	eV
SMILES	NC(N)=O.NC(N)=O.NC(N)=O.NC(N)=O.NC(N)=O.NC(N)=O.NC(N)=O.NC(N)=O.NC(N)=O.NC(N)=O.NC(N)=O
F_max	10.2	eV/Å
spin multiplicity	1
total charge	0
frontier orbital gap	8.544	eV


Entry from the Open Molecules 2025 dataset: a cluster of 11 separate species, C11H44N22O11 in total at a distorted geometry (ωB97M-V/def2-TZVPD).

The geometry in XYZ format:
```
88
Properties=species:S:1:pos:R:3
C -2.358 3.677 1.114
O -2.083 4.820 1.486
N -1.678 3.032 0.097
N -3.268 2.860 1.722
H -1.526 2.052 0.376
H -0.914 3.621 -0.214
H -3.632 3.226 2.587
H -3.361 1.880 1.526
C 2.043 -1.813 4.084
O 1.906 -0.758 3.460
N 2.008 -1.779 5.468
N 2.100 -3.045 3.555
H 2.190 -0.919 5.942
H 1.719 -2.617 5.937
H 2.377 -3.850 4.084
H 2.097 -3.122 2.547
C 4.028 1.757 2.062
O 4.301 0.766 1.396
N 4.347 3.027 1.674
N 3.421 1.728 3.298
H 4.102 3.744 2.324
H 4.923 3.121 0.859
H 3.225 2.522 3.870
H 2.941 0.851 3.450
C -5.105 1.683 -2.570
O -5.587 0.563 -2.729
N -5.749 2.833 -2.896
N -3.987 1.865 -1.802
H -6.607 2.750 -3.409
H -5.300 3.721 -2.782
H -3.525 1.010 -1.541
H -3.605 2.763 -1.574
C -0.167 0.037 0.693
O -1.075 0.471 -0.028
N 0.902 0.791 1.044
N -0.163 -1.202 1.215
H 1.560 0.255 1.594
H 0.896 1.786 0.896
H 0.631 -1.744 1.504
H -1.014 -1.734 1.123
C -4.451 -1.582 0.545
O -5.178 -1.048 1.384
N -4.849 -2.039 -0.666
N -3.073 -1.619 0.712
H -4.040 -2.112 -1.268
H -5.773 -2.005 -1.047
H -2.506 -1.539 -0.124
H -2.810 -1.199 1.586
C 2.279 -3.749 -0.403
O 1.799 -3.156 0.556
N 3.303 -4.671 -0.359
N 1.830 -3.547 -1.687
H 3.650 -4.939 -1.254
H 3.721 -5.006 0.486
H 2.330 -4.060 -2.380
H 1.200 -2.798 -1.918
C 1.796 4.991 0.691
O 1.169 4.422 -0.194
N 1.469 4.863 2.015
N 2.927 5.715 0.547
H 2.055 5.235 2.739
H 0.663 4.378 2.371
H 3.145 5.797 -0.435
H 3.494 6.140 1.250
C -1.622 -5.560 -0.698
O -2.799 -5.890 -0.693
N -1.153 -4.407 -0.109
N -0.672 -6.221 -1.427
H -0.209 -4.173 -0.360
H -1.609 -4.066 0.717
H 0.286 -6.045 -1.187
H -0.954 -7.079 -1.863
C 2.936 1.605 -2.731
O 2.419 0.762 -3.473
N 3.458 2.770 -3.175
N 2.979 1.441 -1.380
H 3.671 3.503 -2.527
H 3.424 3.008 -4.148
H 3.425 2.168 -0.856
H 2.375 0.764 -0.952
C -1.764 -1.294 -3.371
O -2.508 -1.632 -2.448
N -1.732 -1.929 -4.578
N -0.785 -0.360 -3.214
H -0.889 -1.908 -5.117
H -2.453 -2.607 -4.747
H -0.794 0.066 -2.298
H -0.194 -0.016 -3.953
```

Output
HOMO	-8.410	eV
SMILES	NC(N)=O.NC(N)=O.NC(N)=O.NC(N)=O.NC(N)=O.NC(N)=O.NC(N)=O.NC(N)=O.NC(N)=O.NC(N)=O.NC(N)=O
F_max	2.5	eV/Å
spin multiplicity	1
total charge	0
frontier orbital gap	8.329	eV


Please write out number 1 again, unchanged.
Entry from the Open Molecules 2025 dataset: a cluster of 10 separate species, C11H42O11 in total at a distorted geometry (ωB97M-V/def2-TZVPD).

The geometry in XYZ format:
```
64
Properties=species:S:1:pos:R:3
C 3.254 -3.112 -2.883
O 3.319 -3.767 -1.617
H 2.595 -2.243 -2.877
H 4.253 -2.765 -3.170
H 2.982 -3.895 -3.585
H 3.948 -3.364 -1.022
C -3.224 -1.692 -1.567
O -3.093 -2.903 -0.866
H -3.704 -1.822 -2.547
H -3.871 -0.923 -1.116
H -2.236 -1.236 -1.628
H -3.968 -3.251 -0.668
C -0.917 0.220 -4.356
O -0.617 1.601 -4.383
H -0.864 -0.212 -3.360
H -1.936 -0.016 -4.688
H -0.240 -0.298 -5.039
H -0.679 1.943 -5.277
C 0.063 0.036 -0.336
O 1.087 -0.565 -1.116
H -0.509 0.702 -0.979
H -0.600 -0.732 0.087
H 0.495 0.551 0.527
H 1.700 -0.978 -0.494
C 1.159 3.057 -2.153
O 2.409 3.715 -1.991
H 1.329 2.028 -2.485
H 0.724 2.852 -1.169
H 0.538 3.580 -2.867
H 3.140 3.110 -1.872
C -0.432 -0.964 3.829
O -1.561 -1.712 3.378
H 0.088 -1.467 4.655
H 0.256 -0.945 2.983
H -0.847 -0.044 4.228
H -1.265 -2.463 2.847
C 2.704 -1.306 1.591
O 3.712 -0.879 0.690
H 2.056 -0.466 1.827
H 2.066 -2.017 1.047
H 3.030 -1.791 2.512
H 4.101 -1.630 0.241
C 0.719 3.048 3.855
O 1.001 1.752 3.331
H -0.362 3.147 3.739
H 1.050 3.235 4.870
H 1.099 3.830 3.191
H 0.323 1.544 2.683
C 0.154 -4.518 1.001
O -0.708 -3.396 1.114
H -0.202 -5.318 1.654
H 0.283 -4.952 0.004
H 1.159 -4.169 1.243
H -1.375 -3.401 0.417
C -3.129 3.438 0.567
C -2.122 3.351 1.714
O -0.822 3.063 1.198
O -2.769 4.474 -0.349
H -4.098 3.739 0.973
H -3.294 2.480 0.076
H -2.371 2.547 2.409
H -2.052 4.265 2.309
H -0.496 3.881 0.804
H -2.435 4.025 -1.133
```

Output
HOMO	-9.555	eV
SMILES	OCCO.CO.CO.CO.CO.CO.CO.CO.CO.CO
F_max	2.1	eV/Å
spin multiplicity	1
total charge	0
frontier orbital gap	9.995	eV